15
Properties=species:S:1:pos:R:3:mulliken_charge:R:1 method="wB97M-V/def2-TZVPD" e_above_lowest_kj_mol=442.3 homo_lumo_gap_ev="7.276 / 7.277" e_tot_ha=-681.1458 total_charge=+1 e_lumo_ev="-5.80 / -5.80" fmax_ev_per_a=4.13
C -0.13653 0.74568 0.92579 -0.286
C 0.65474 0.76507 -1.35138 -0.383
C 1.89209 -0.17694 0.56365 -0.124
N -0.48112 1.53173 -1.35056 -0.247
N 0.90925 0.41199 0.09455 0.185
N -1.65230 -1.60108 1.15117 -0.776
S -1.26030 1.65228 0.17089 0.216
H 0.54651 -0.14729 -1.94286 0.280
H 1.59383 1.26401 -1.71366 0.359
H -1.27467 -2.69995 1.21434 0.286
H 2.63722 -0.52895 -0.13362 0.317
H 1.68394 -0.42241 1.56197 0.372
H -0.45647 2.24074 -1.97405 0.268
H -2.08155 -1.47789 2.09082 0.270
H -2.57463 -1.55701 0.69292 0.263